DFT (ωB97M-V/def2-TZVPD) results for C13H31MnN5S3 as an isolated structure at a distorted geometry.

## Properties
* <S²>: 0.766
* ΔE to the lowest compared entry with this formula, charge and spin: 0.456 eV
* net charge: +2
* HOMO (alpha / beta): -14.0 / -14.1 eV
* E_tot: -3132.76438 Ha
* spin multiplicity: 2
* F_max: 1.256 eV/A
* frontier orbital gap (alpha / beta): 8.7 / 8.5 eV

Each line ends with the Mulliken spin population.
Geometry (Å):
Mn -0.327 -0.652 0.428  1.050
N -2.228 -1.183 1.269  0.008
C -2.981 -1.751 0.126  -0.008
C -2.173 -2.888 -0.454  0.009
N -0.753 -2.477 -0.621  -0.015
C 0.183 -3.521 -0.160  -0.006
C 0.231 -3.489 1.346  0.005
N 0.625 -2.131 1.772  -0.021
H -2.193 -1.860 2.027  0.003
H -2.740 -0.383 1.634  0.003
H -3.101 -0.959 -0.607  0.000
H -3.972 -2.104 0.414  0.000
H -2.608 -3.207 -1.400  0.001
H -2.204 -3.749 0.215  -0.001
H -0.571 -2.292 -1.602  0.006
H 1.169 -3.303 -0.571  -0.001
H -0.112 -4.512 -0.513  0.000
H 0.916 -4.253 1.715  0.000
H -0.748 -3.710 1.771  0.000
H 1.629 -2.041 1.678  0.001
H 0.439 -2.018 2.764  -0.001
C 3.262 -0.315 1.452  0.000
C 3.367 -0.674 -0.037  0.003
S 1.809 -0.734 -0.993  -0.013
C 1.695 0.923 -1.707  0.000
C 1.878 2.027 -0.691  -0.001
S 0.707 1.908 0.701  0.004
C 1.647 2.788 1.996  -0.001
C 2.648 2.006 2.827  0.003
S 4.028 1.261 1.920  0.000
H 3.744 -1.093 2.046  0.000
H 2.223 -0.237 1.754  -0.006
H 3.787 -1.672 -0.163  0.000
H 4.025 0.008 -0.575  0.000
H 0.706 0.940 -2.161  0.000
H 2.439 1.015 -2.499  0.000
H 1.728 2.994 -1.172  0.001
H 2.878 2.007 -0.261  -0.001
H 0.882 3.210 2.648  -0.001
H 2.137 3.615 1.482  0.001
H 2.163 1.238 3.429  -0.001
H 3.121 2.704 3.520  0.000
C -3.574 2.071 -3.086  0.000
N -2.507 2.366 -2.122  0.001
C -2.183 3.773 -1.847  0.000
C -1.906 1.418 -1.471  -0.009
N -1.354 0.572 -0.900  -0.012
H -3.338 2.543 -4.038  0.000
H -4.523 2.458 -2.717  0.000
H -3.655 0.997 -3.231  0.000
H -1.826 4.248 -2.759  0.000
H -1.413 3.826 -1.081  0.000
H -3.076 4.290 -1.496  0.000

---

DFT (ωB97M-V/def2-TZVPD) results for C13H32AgF6O9 as an isolated structure at a distorted geometry.

## Properties
* <S²>: 0.755
* ΔE to the lowest compared entry with this formula, charge and spin: 7.554 eV
* HOMO (alpha / beta): -5.9 / -5.9 eV
* E_tot: -1937.42348 Ha
* spin multiplicity: 2
* F_max: 4.706 eV/A
* frontier orbital gap (alpha / beta): 2.4 / 2.4 eV

Each line ends with the Mulliken spin population.
Geometry (Å):
Ag 0.110 -0.034 0.311  0.001
C -4.545 1.087 5.457  -0.029
O -4.263 1.744 6.711  0.021
O -3.336 0.935 4.746  0.912
C -5.503 -0.106 5.709  0.033
F -6.571 0.219 6.388  0.001
F -5.934 -0.623 4.564  0.001
F -4.866 -1.070 6.353  0.002
C -4.784 3.099 6.989  -0.001
C -4.715 3.426 8.445  0.001
H -5.092 4.443 8.554  0.000
H -5.200 2.721 9.119  0.000
H -3.671 3.455 8.758  0.000
H -5.841 3.134 6.726  -0.001
H -4.244 3.864 6.432  0.001
H -5.155 1.828 4.941  0.059
C 4.349 -0.637 -5.327  0.000
O 4.023 -1.634 -6.347  0.001
O 3.288 -0.798 -4.361  -0.001
C 5.843 -0.783 -4.863  -0.001
F 6.720 -0.541 -5.884  0.000
F 6.201 0.041 -3.870  0.000
F 6.094 -2.000 -4.424  0.000
C 4.326 -1.328 -7.707  0.000
C 3.764 -2.436 -8.535  0.000
H 4.026 -2.486 -9.592  0.000
H 4.137 -3.351 -8.076  0.000
H 2.674 -2.429 -8.549  0.000
H 5.408 -1.261 -7.818  0.000
H 3.886 -0.384 -8.029  0.000
H 4.127 0.322 -5.795  0.000
C -4.986 -1.735 -2.620  0.000
O -3.704 -1.101 -2.592  0.000
H -5.399 -1.825 -1.615  0.000
H -5.744 -1.220 -3.210  0.000
H -4.939 -2.760 -2.988  0.000
H -3.495 -0.801 -3.480  0.000
C -0.705 4.464 -2.784  0.000
O -1.060 3.924 -1.523  0.000
H 0.146 5.131 -2.647  0.000
H -0.379 3.694 -3.483  0.000
H -1.580 4.949 -3.215  0.000
H -1.369 4.637 -0.959  0.000
C 4.153 3.851 2.078  0.000
O 3.017 3.077 2.265  0.000
H 4.097 4.704 2.756  0.000
H 5.124 3.401 2.282  0.000
H 4.125 4.337 1.103  0.000
H 2.747 3.240 3.172  0.000
C 4.422 -2.531 2.275  0.000
O 3.085 -2.286 2.702  0.000
H 5.005 -2.885 3.126  0.000
H 4.355 -3.378 1.592  0.000
H 4.916 -1.668 1.830  0.000
H 2.884 -2.856 3.448  0.000
C -1.966 -5.552 0.457  0.000
O -1.016 -4.678 -0.066  0.000
H -2.492 -5.099 1.297  0.000
H -2.646 -5.874 -0.332  0.000
H -1.395 -6.418 0.791  0.000
H -0.459 -5.158 -0.684  0.000

---

DFT (ωB97M-V/def2-TZVPD) results for a 8-piece molecular cluster, C13H32ClO15 overall at a distorted geometry.

## Properties
* ΔE to the lowest compared entry with this formula, charge and spin: 0.948 eV
* net charge: -1
* HOMO: -7.7 eV
* E_tot: -2103.09313 Ha
* F_max: 3.972 eV/A
* frontier orbital gap: 10.0 eV

Each line ends with the natural charge from an NBO analysis.
Geometry (Å):
Cl -0.152 -0.642 -0.016  2.582
O 0.527 0.390 0.685  -0.885
O -1.034 -1.326 0.864  -0.873
O -0.951 -0.132 -1.118  -0.909
O 0.872 -1.504 -0.530  -0.900
C 1.579 -0.517 5.295  -0.638
C 1.376 0.807 4.524  0.069
C -0.081 1.149 4.195  -0.105
O -0.195 2.465 4.625  -0.472
C 0.859 2.903 5.272  0.978
O 0.986 4.043 5.757  -0.613
O 1.777 1.907 5.359  -0.497
H 1.307 -0.520 6.351  0.218
H 2.639 -0.767 5.340  0.216
H 1.137 -1.389 4.814  0.229
H 2.052 0.790 3.669  0.197
H -0.748 0.513 4.777  0.176
H -0.307 0.875 3.164  0.239
C -4.438 0.276 -1.338  -0.627
C -4.018 -1.137 -1.768  0.059
C -3.948 -2.147 -0.623  -0.088
O -5.049 -3.013 -0.974  -0.495
C -5.564 -2.789 -2.157  0.980
O -6.529 -3.370 -2.582  -0.600
O -4.938 -1.659 -2.708  -0.506
H -4.351 0.879 -2.242  0.218
H -3.880 0.629 -0.470  0.229
H -5.481 0.306 -1.025  0.204
H -3.029 -1.050 -2.218  0.204
H -4.208 -1.804 0.378  0.201
H -2.963 -2.611 -0.679  0.215
C 3.125 1.715 -0.671  -0.244
O 4.431 1.595 -1.243  -0.740
H 3.138 1.354 0.357  0.192
H 2.713 2.721 -0.750  0.159
H 2.481 1.062 -1.260  0.175
H 4.364 1.490 -2.195  0.457
C 3.221 -1.390 -3.035  -0.269
O 3.613 -1.141 -4.386  -0.722
H 2.862 -2.404 -2.861  0.184
H 3.947 -1.210 -2.242  0.174
H 2.338 -0.777 -2.857  0.176
H 4.207 -0.387 -4.360  0.457
C 0.294 2.393 -3.443  -0.232
O -0.840 1.755 -3.890  -0.727
H 1.095 1.716 -3.144  0.158
H 0.579 3.058 -4.258  0.168
H 0.049 2.994 -2.566  0.150
H -1.058 1.091 -3.232  0.483
C -1.958 2.787 0.385  -0.249
O -2.889 3.791 0.681  -0.724
H -1.060 3.059 0.940  0.164
H -2.290 1.814 0.746  0.180
H -1.730 2.687 -0.676  0.169
H -2.718 4.470 0.024  0.459
C 3.438 -4.477 -0.195  -0.254
O 2.108 -4.313 0.298  -0.728
H 3.995 -3.643 0.233  0.164
H 3.867 -5.380 0.240  0.167
H 3.531 -4.564 -1.278  0.160
H 1.901 -3.419 0.017  0.488

---

DFT (ωB97M-V/def2-TZVPD) results for C13H32F21HfN4O11P3S2 as an isolated structure at a distorted geometry.

## Properties
* ΔE to the lowest compared entry with this formula, charge and spin: 0.000 eV
* net charge: +2
* HOMO: -16.0 eV
* E_tot: -5526.98572 Ha
* F_max: 6.028 eV/A
* frontier orbital gap: 8.4 eV

Each line ends with the Löwdin charge.
Geometry (Å):
Hf -18.606 18.325 5.914  2.261
S -16.317 19.244 4.455  0.302
O -16.708 17.875 4.793  -0.373
O -16.831 19.627 3.154  -0.331
O -17.149 19.888 5.496  -0.393
O -14.884 19.451 4.599  -0.285
C -13.612 21.308 6.930  0.035
C -12.729 21.914 5.889  -0.415
O -12.048 22.862 6.051  0.210
N -12.667 21.167 4.581  0.067
H -13.450 20.480 4.463  0.099
H -12.884 21.860 3.857  0.176
C -11.315 20.478 4.337  0.065
H -13.220 20.358 7.323  0.112
H -14.605 21.039 6.592  0.068
H -13.528 21.899 7.840  0.119
H -10.606 21.239 4.653  0.107
H -11.244 20.151 3.307  0.101
H -11.325 19.664 5.056  0.106
C -13.102 15.713 5.726  0.031
C -13.346 14.754 6.865  -0.403
O -13.256 13.589 6.827  0.207
N -13.664 15.413 8.213  0.072
H -12.990 16.143 8.434  0.170
H -14.593 15.835 8.043  0.084
C -13.689 14.448 9.374  0.039
H -14.027 16.241 5.489  0.070
H -12.774 15.112 4.882  0.104
H -12.333 16.446 5.972  0.088
H -14.045 14.981 10.250  0.098
H -12.677 14.084 9.520  0.110
H -14.364 13.655 9.064  0.108
C -17.136 19.123 -0.345  0.034
C -15.888 18.321 -0.122  -0.389
O -15.584 17.362 -0.729  0.220
N -15.149 18.627 1.176  0.081
H -14.525 19.435 1.190  0.165
H -15.784 18.849 1.983  0.087
C -14.234 17.489 1.683  0.051
H -17.766 18.645 -1.087  0.119
H -16.803 20.058 -0.816  0.096
H -17.594 19.389 0.606  0.059
H -13.616 17.143 0.864  0.107
H -14.870 16.754 2.168  0.107
H -13.670 17.995 2.464  0.079
C -18.852 22.615 0.417  0.041
C -18.442 23.040 1.809  -0.374
O -19.097 23.715 2.505  0.227
N -17.252 22.299 2.437  0.084
H -17.344 21.265 2.575  0.123
H -16.406 22.311 1.862  0.166
C -16.768 22.898 3.741  0.024
H -17.940 22.329 -0.102  0.074
H -19.428 23.417 -0.042  0.113
H -19.607 21.824 0.428  0.115
H -16.644 23.975 3.728  0.118
H -15.805 22.443 3.984  0.080
H -17.401 22.550 4.557  0.105
C -16.395 17.732 10.203  -0.663
F -17.537 18.151 10.667  0.205
F -15.416 18.211 10.961  0.157
F -16.214 16.433 10.132  0.173
S -16.118 18.568 8.498  0.612
O -15.843 19.939 8.795  -0.231
O -15.070 17.782 7.870  -0.315
O -17.419 18.338 7.765  -0.434
P -17.073 14.748 6.517  0.231
F -16.138 15.692 7.448  -0.176
F -16.196 13.447 6.761  -0.094
F -18.043 14.294 7.714  -0.103
F -18.048 14.054 5.454  -0.100
F -18.093 16.132 6.415  -0.264
F -16.122 15.180 5.298  -0.125
P -19.122 16.763 2.330  0.219
F -17.519 16.846 2.214  -0.133
F -19.070 15.202 2.694  -0.099
F -18.880 17.072 4.010  -0.286
F -20.704 16.734 2.604  -0.117
F -19.293 18.364 2.126  -0.164
F -19.197 16.453 0.761  -0.107
P -19.354 21.459 8.032  0.203
F -19.085 22.659 9.039  -0.093
F -18.916 20.315 9.040  -0.117
F -20.874 21.258 8.473  -0.104
F -19.490 20.226 6.808  -0.290
F -19.940 22.456 6.879  -0.149
F -17.832 21.580 7.504  -0.157